ORCA calculation (wB97M-V/def2-TZVPD) on one molecule with the formula C28H26N4O3S.

Summary:
E_LUMO ... 0.10 eV
Frontier orbital gap ... 0.30105 Eh
SMILES ... Cc1ccc(-c2nn(-c3ccccc3)cc2[C@@H]2CC(c3cccs3)=NN2C(=O)CCCC(=O)O)cc1
2S+1 ... 1

CARTESIAN COORDINATES (ANGSTROEM)
C  -0.8189  4.3502  2.8704
C  -0.9568  2.9711  2.3010
C  -1.3816  1.9103  3.0914
C  -1.5122  0.6407  2.5623
C  -1.2015  0.3976  1.2282
C  -1.2973  -0.9639  0.6865
N  -2.4632  -1.5657  0.5478
N  -2.2200  -2.7753  0.0340
C  -3.2752  -3.6513  -0.2368
C  -4.5372  -3.3548  0.2713
C  -5.5962  -4.2059  0.0240
C  -5.4082  -5.3555  -0.7264
C  -4.1542  -5.6445  -1.2378
C  -3.0863  -4.7984  -1.0009
C  -0.8943  -2.9720  -0.1422
C  -0.2504  -1.8288  0.2722
C  1.2262  -1.6055  0.2663
C  1.7367  -0.6853  1.3802
C  2.1335  0.5467  0.5974
C  2.5319  1.7742  1.2011
C  3.0816  2.8815  0.6009
C  3.3047  3.9339  1.5049
C  2.9292  3.6243  2.7765
S  2.3000  2.0344  2.9039
N  2.0710  0.3793  -0.6760
N  1.6207  -0.8604  -0.9515
C  1.5740  -1.3952  -2.2005
O  1.2098  -2.5403  -2.3791
C  1.9880  -0.4369  -3.2948
C  0.8051  0.4697  -3.6694
C  1.2779  1.8537  -4.1322
C  1.8749  2.5817  -2.9544
O  3.0455  2.7952  -2.7799
O  0.9371  2.9615  -2.0843
C  -0.7933  1.4589  0.4287
C  -0.6811  2.7292  0.9616
H  -1.7253  4.9255  2.6793
H  -0.6635  4.3116  3.9460
H  0.0155  4.8770  2.4113
H  -1.6115  2.0808  4.1335
H  -1.8462  -0.1770  3.1843
H  -4.6604  -2.4535  0.8500
H  -6.5729  -3.9724  0.4207
H  -6.2363  -6.0214  -0.9163
H  -4.0044  -6.5341  -1.8312
H  -2.1195  -5.0256  -1.4211
H  -0.4768  -3.8734  -0.5379
H  1.7290  -2.5772  0.2415
H  0.9753  -0.4621  2.1263
H  2.6104  -1.0954  1.8917
H  3.3505  2.9036  -0.4407
H  3.7300  4.8813  1.2257
H  2.9902  4.2365  3.6543
H  2.8167  0.1703  -2.9310
H  2.3129  -1.0153  -4.1592
H  0.2169  0.0010  -4.4588
H  0.1510  0.6038  -2.8057
H  0.4242  2.4249  -4.4984
H  2.0272  1.7614  -4.9177
H  1.3452  3.3206  -1.2794
H  -0.5751  1.2962  -0.6160
H  -0.3785  3.5489  0.3255